Density functional theory data (ωB97M-V/def2-TZVPD) for a molecular structure, C27H39AlBClF13N2O5S.

```
! wB97M-V def2-TZVPD RIJCOSX def2/J DEFGRID3
* xyz -1 1
C 3.0260 3.5687 4.0494
C 3.6635 2.5855 3.1068
C 4.6602 1.7738 3.5703
C 5.2236 0.8834 2.7040
C 4.8512 0.7657 1.4029
C 5.6054 -0.2391 0.5524
C 4.8309 -1.5824 0.4368
C 6.0689 0.3080 -0.8094
C 3.8442 1.5886 0.9401
O 3.5116 1.4952 -0.3850
C 2.1619 1.7944 -0.7630
C 1.1911 0.6346 -0.5884
C 1.6353 -0.6943 -1.1966
C 2.1544 -0.6141 -2.6589
C 1.4222 -1.5338 -3.6009
N 1.1033 -1.0265 -4.8737
O 1.0948 -2.6817 -3.3109
O 1.0144 0.3226 0.7748
Al -0.1785 1.5202 1.5158
B -1.4610 0.2982 2.6937
O -1.0972 -1.0354 2.8681
N -2.7200 0.7095 3.3839
C -3.5748 1.5373 2.5523
C -2.4663 1.3440 4.6766
O -0.6832 2.0367 -0.1492
C -0.2587 1.0178 -1.0929
C -0.3352 1.8019 -2.4159
C -1.7553 2.3583 -2.6733
C -2.1978 2.1145 -4.1150
Cl -3.9918 2.1865 -4.2837
C -1.3291 -0.0790 -0.8829
C -1.7348 -0.8784 -2.1318
C -3.0953 -1.5496 -2.0072
F -3.5544 -1.7722 -3.2753
F -3.9694 -0.7211 -1.4003
C -3.0316 -2.9218 -1.2967
F -2.4824 -2.7431 -0.0803
F -2.1699 -3.6691 -2.0074
C -4.4028 -3.6835 -1.2294
F -5.4256 -2.9425 -1.6620
F -4.3168 -4.7073 -2.1151
C -4.7168 -4.3784 0.1306
F -3.6642 -5.0305 0.5930
F -5.6380 -5.3277 -0.1386
S -5.4875 -3.2883 1.4632
F -5.9671 -4.5988 2.2262
F -4.1518 -3.3563 2.3130
F -4.9514 -1.9742 0.7895
F -6.8404 -3.2246 0.6778
F -6.1389 -2.4192 2.5976
C 3.2903 2.4814 1.8127
H 2.4840 4.3415 3.5113
H 3.8147 4.0507 4.6297
H 2.3833 3.0672 4.7692
H 4.9917 1.8389 4.5975
H 6.0347 0.2541 3.0547
H 6.5121 -0.4716 1.1123
H 4.4719 -1.7346 -0.5773
H 4.0086 -1.5545 1.1454
H 5.4749 -2.4176 0.7076
H 7.0191 -0.1148 -1.1273
H 5.3109 0.0697 -1.5546
H 6.1213 1.3936 -0.7799
H 1.7519 2.6984 -0.3227
H 2.2158 1.9851 -1.8354
H 0.8485 -1.4399 -1.1538
H 2.4385 -1.0713 -0.5810
H 3.1992 -0.9291 -2.6736
H 2.0756 0.4041 -3.0377
H 1.7523 -0.3073 -5.1708
H 1.1059 -1.7934 -5.5340
H 0.4366 2.8282 2.2301
H -1.2992 -1.2677 3.7871
H -4.6039 1.4763 2.9117
H -3.2401 2.5860 2.5141
H -3.5671 1.1564 1.5315
H -1.9875 0.6642 5.3795
H -3.4340 1.6092 5.1119
H -1.8946 2.2738 4.5374
H -0.1261 1.0896 -3.2281
H 0.3496 2.6404 -2.4120
H -2.4996 1.9387 -2.0052
H -1.7089 3.4344 -2.5389
H -1.9044 1.1396 -4.4916
H -1.7798 2.8807 -4.7624
H -2.1597 0.3939 -0.3754
H -0.9113 -0.7984 -0.1797
H -1.7963 -0.2919 -3.0431
H -0.9618 -1.6218 -2.3107
H 2.5082 3.1452 1.4765
*
```

## Properties
- E_LUMO (eV) = 2.3
- max |F| (eV Å⁻¹) = 3.043
- energy relative to the best compared isomer or geometry (same formula, charge and spin) (kcal per mole) = 0.0

Mulliken atomic charge list, values in e, 2 entries:
1 C -1.818
2 C 0.505